Computed, not measured: an isolated molecule of C4H4N2O, with ωB97M-V/def2-TZVPD.

Last column: natural (NBO) charge in e.
Geometry (Å):
O: -0.88 -1.10 0.54  -0.34
N: 0.76 -1.05 -1.21  -0.84
N: -0.50 -0.52 1.73  -0.04
C: -0.82 0.92 -0.94  -0.15
C: 0.06 0.64 1.53  -0.06
C: -0.27 -0.33 -0.51  0.32
C: -0.05 1.00 0.14  -0.10
H: 1.08 -1.82 -0.64  0.37
H: -1.39 1.45 -1.69  0.23
H: 1.53 -0.39 -1.30  0.37
H: 0.49 1.18 2.35  0.23

Results
E_HOMO ... -9.02 eV
Orbital gap ... 9.205 eV
Charge ... 0
Calculated total energy ... -9235.0912 eV
LUMO ... 0.185 eV
Multiplicity ... 1